(1)
Entry from the Open Molecules 2025 dataset: an isolated molecule of C5H10O in a non-equilibrium geometry (ωB97M-V/def2-TZVPD).

The geometry in ORCA input format:
```
! wB97M-V def2-TZVPD RIJCOSX def2/J DEFGRID3
* xyz 0 1
C -1.383 1.200 0.202
C -0.592 -0.096 0.226
C -0.002 -0.462 -1.113
C 1.626 -1.148 -0.442
O 1.350 -1.216 0.900
C 0.600 -0.045 1.186
H -2.254 1.121 -0.456
H -1.734 1.454 1.205
H -0.757 2.024 -0.163
H -1.230 -0.922 0.565
H -0.683 -1.116 -1.705
H 0.298 0.361 -1.758
H 2.245 -0.291 -0.696
H 0.995 -1.663 -1.169
H 0.310 -0.054 2.238
H 1.211 0.853 0.979
*
```

The HOMO energy comes out at -0.314 Eh. The orbital gap is 9.59 eV. The SMILES is C[C@H]1CCOC1. The calculation puts the energy above the lowest of the compared OMol25 structures with the same formula, charge and spin at 78.7 kcal/mol.

Calculated atomic charges, method natural (NBO), unit e:
1. C -0.597
2. C -0.275
3. C -0.435
4. C -0.150
5. O -0.515
6. C -0.057
7. H 0.214
8. H 0.209
9. H 0.204
10. H 0.206
11. H 0.212
12. H 0.205
13. H 0.166
14. H 0.263
15. H 0.193
16. H 0.158

=====

(2)
Entry from the Open Molecules 2025 dataset: a structure of composition C17H29BrPbSi2 in a non-equilibrium geometry (ωB97M-V/def2-TZVPD).

The geometry in ORCA input format:
```
! wB97M-V def2-TZVPD RIJCOSX def2/J DEFGRID3
* xyz 0 1
C -0.826 -1.733 -3.768
C -1.142 -2.847 -2.940
C -2.108 -2.415 -1.967
H -0.752 -3.862 -3.046
C -2.394 -1.037 -2.220
C -1.606 -0.617 -3.332
H -1.629 0.370 -3.786
H -0.132 -1.736 -4.607
H -2.558 -3.024 -1.176
H -3.114 -0.428 -1.661
Pb 0.345 -1.596 -0.375
Br 2.522 -3.137 0.209
C 3.571 0.864 -1.950
C 2.780 1.613 -2.874
C 2.464 0.762 -3.982
H 2.412 2.625 -2.725
C 3.062 -0.515 -3.734
C 3.748 -0.446 -2.482
H 4.241 -1.271 -1.983
H 3.941 1.222 -0.998
H 1.829 1.019 -4.832
H 2.998 -1.393 -4.377
C -2.635 -0.824 1.809
Si -0.885 -0.863 2.532
C -0.981 -0.347 4.348
C -0.457 -2.710 2.425
C 0.365 0.056 1.493
Si 0.022 1.883 1.414
C 0.985 2.812 2.764
C 0.537 2.624 -0.254
C -1.788 2.456 1.619
H -3.317 -1.344 2.501
H -2.719 -1.340 0.841
H -3.038 0.183 1.668
H -1.611 -1.064 4.896
H 0.017 -0.352 4.821
H -1.406 0.659 4.500
H -0.718 -3.187 1.463
H 0.612 -2.891 2.592
H -1.021 -3.258 3.195
H 1.411 -0.197 1.747
H 2.068 2.818 2.545
H 0.636 3.854 2.823
H 0.852 2.349 3.755
H 0.053 2.158 -1.125
H 0.275 3.693 -0.283
H 1.615 2.565 -0.440
H -2.421 2.184 0.761
H -2.318 2.106 2.518
H -1.787 3.558 1.679
*
```

The HOMO energy (alpha / beta) comes out at -0.288 / -0.291 Eh. The orbital gap (alpha / beta) is 5.08 / 6.01 eV.

Calculated atomic charges, method natural (NBO), unit e:
1. C -0.337
2. C -0.193
3. C -0.223
4. H 0.233
5. C -0.360
6. C -0.098
7. H 0.222
8. H 0.232
9. H 0.231
10. H 0.235
11. Pb 1.327
12. Br -0.664
13. C -0.366
14. C -0.051
15. C -0.355
16. H 0.214
17. C -0.172
18. C -0.152
19. H 0.233
20. H 0.226
21. H 0.220
22. H 0.218
23. C -1.124
24. Si 1.662
25. C -1.125
26. C -1.134
27. C -1.745
28. Si 1.672
29. C -1.107
30. C -1.112
31. C -1.112
32. H 0.240
33. H 0.223
34. H 0.242
35. H 0.238
36. H 0.242
37. H 0.240
38. H 0.210
39. H 0.256
40. H 0.252
41. H 0.267
42. H 0.235
43. H 0.233
44. H 0.236
45. H 0.228
46. H 0.233
47. H 0.231
48. H 0.230
49. H 0.232
50. H 0.240

=====

(3)
Entry from the Open Molecules 2025 dataset: a cluster of 2 separate species, C2H8NO3PS in total in a non-equilibrium geometry (ωB97M-V/def2-TZVPD).

The geometry in ORCA input format:
```
! wB97M-V def2-TZVPD RIJCOSX def2/J DEFGRID3
* xyz 0 1
C -0.630 1.684 1.723
O 0.282 1.325 0.684
P -0.231 0.752 -0.694
N 1.283 0.817 -1.458
O -0.202 -0.926 -0.379
C -1.260 -1.681 -0.199
H -1.105 0.886 2.133
H -1.403 2.331 1.311
H -0.114 2.193 2.606
H 1.309 1.012 -2.504
H 1.960 1.336 -1.035
H -1.399 -1.871 0.811
H -1.247 -2.697 -0.664
H -2.279 -1.133 -0.494
O 2.414 -2.409 -0.309
S 2.623 -1.619 -1.533
*
```

The HOMO energy (alpha / beta) comes out at -0.297 / -0.299 Eh. The orbital gap (alpha / beta) is 7.51 / 7.55 eV. The SMILES is COP(N)OC.O=S. The calculation puts the energy above the lowest of the compared OMol25 structures with the same formula, charge and spin at 93.1 kcal/mol.

Calculated atomic charges, method natural (NBO), unit e:
1. C -0.244
2. O -0.827
3. P 1.484
4. N -1.177
5. O -0.806
6. C -0.220
7. H 0.177
8. H 0.182
9. H 0.200
10. H 0.402
11. H 0.393
12. H 0.156
13. H 0.177
14. H 0.137
15. O -0.722
16. S 0.689

=====

(4)
Entry from the Open Molecules 2025 dataset: a structure of composition C6H18FK3O3 in a non-equilibrium geometry (ωB97M-V/def2-TZVPD).

The geometry in ORCA input format:
```
! wB97M-V def2-TZVPD RIJCOSX def2/J DEFGRID3
* xyz 2 1
K -0.116 -1.520 -4.049
K 3.386 -1.916 -1.725
K 0.567 -4.087 -1.588
F 0.622 -1.127 -1.269
C 1.102 -1.432 3.546
C 0.889 -1.814 2.078
O 0.711 -0.533 1.482
H 1.234 -2.329 4.151
H 0.218 -1.027 4.037
H 1.985 -0.814 3.712
H 0.181 -2.640 2.002
H 1.814 -2.277 1.733
H 0.563 -0.792 0.570
C -2.225 1.005 0.207
C -2.695 -0.426 0.022
O -2.141 -0.987 -1.139
H -2.529 1.393 1.180
H -2.567 1.732 -0.529
H -1.159 1.231 0.193
H -3.782 -0.438 -0.063
H -2.647 -1.063 0.905
H -1.182 -1.024 -1.118
C 1.379 2.661 -0.891
C 0.383 2.446 -2.116
O 0.443 1.200 -2.733
H 1.091 3.451 -0.198
H 2.306 3.083 -1.279
H 1.664 1.692 -0.483
H 0.599 3.287 -2.775
H -0.656 2.539 -1.800
H 0.561 0.524 -2.062
*
```

The HOMO energy comes out at -0.553 Eh. The orbital gap is 6.53 eV. The calculation puts the energy above the lowest of the compared OMol25 structures with the same formula, charge and spin at 44.4 kcal/mol.

Calculated atomic charges, method natural (NBO), unit e:
1. K 0.991
2. K 0.995
3. K 0.995
4. F -0.949
5. C -0.623
6. C -0.079
7. O -0.709
8. H 0.210
9. H 0.233
10. H 0.224
11. H 0.155
12. H 0.106
13. H 0.476
14. C -0.654
15. C -0.075
16. O -0.778
17. H 0.235
18. H 0.215
19. H 0.206
20. H 0.194
21. H 0.167
22. H 0.476
23. C -0.650
24. C -0.064
25. O -0.791
26. H 0.248
27. H 0.211
28. H 0.190
29. H 0.191
30. H 0.168
31. H 0.486

=====

(5)
Entry from the Open Molecules 2025 dataset: the ion C12H24BNOP with charge -1 (ωB97M-V/def2-TZVPD).

The geometry in ORCA input format:
```
! wB97M-V def2-TZVPD RIJCOSX def2/J DEFGRID3
* xyz -1 1
C -2.565 1.141 3.184
C -3.143 -0.042 2.357
B -2.555 0.175 0.895
O -3.343 0.932 0.005
P -0.776 -0.587 0.486
C -1.228 -1.173 -1.301
N -1.051 -2.622 -1.448
C 0.031 -3.009 -2.340
C -0.105 1.171 -0.169
C 1.305 1.135 -0.659
C 1.524 1.225 -2.045
C 2.799 1.147 -2.603
C 3.893 1.006 -1.767
C 3.710 0.940 -0.388
C 2.428 0.989 0.173
C 2.302 0.883 1.668
H -1.696 0.832 3.752
H -2.213 1.931 2.516
H -3.311 1.592 3.833
H -2.770 -0.970 2.782
H -4.232 0.000 2.392
H -4.152 0.453 -0.191
H 0.570 -1.173 0.240
H -1.264 -1.894 1.041
H -0.337 -0.247 1.864
H -2.237 -0.896 -1.624
H -0.530 -0.684 -1.984
H -0.891 -3.036 -0.536
H 0.379 -4.005 -2.062
H -0.336 -3.087 -3.365
H 0.895 -2.342 -2.285
H -0.154 1.854 0.683
H -0.741 1.542 -0.970
H 0.659 1.352 -2.677
H 2.894 1.201 -3.677
H 4.895 0.945 -2.173
H 4.561 0.849 0.269
H 2.198 -0.168 1.930
H 1.402 1.369 2.024
H 3.186 1.272 2.168
*
```

The HOMO energy comes out at -0.107 Eh. The orbital gap is 6.12 eV.

Calculated atomic charges, method natural (NBO), unit e:
1. C -0.588
2. C -0.836
3. B 0.827
4. O -0.981
5. P 0.559
6. C -0.549
7. N -0.660
8. C -0.402
9. C -0.768
10. C 0.021
11. C -0.212
12. C -0.236
13. C -0.251
14. C -0.220
15. C -0.011
16. C -0.639
17. H 0.213
18. H 0.199
19. H 0.189
20. H 0.227
21. H 0.184
22. H 0.476
23. H -0.210
24. H -0.190
25. H -0.187
26. H 0.169
27. H 0.175
28. H 0.355
29. H 0.175
30. H 0.163
31. H 0.174
32. H 0.199
33. H 0.208
34. H 0.199
35. H 0.195
36. H 0.192
37. H 0.191
38. H 0.232
39. H 0.225
40. H 0.192

=====

(6)
Entry from the Open Molecules 2025 dataset: a structure of composition C8H32B2O32 in a non-equilibrium geometry (ωB97M-V/def2-TZVPD).

The geometry in ORCA input format:
```
! wB97M-V def2-TZVPD RIJCOSX def2/J DEFGRID3
* xyz -2 1
O 0.424 -0.073 -2.607
C 0.471 -0.167 -1.293
O 0.149 0.710 -0.464
B 0.568 0.189 0.830
O 1.160 -1.142 0.614
C 1.083 -1.319 -0.682
O 1.351 -2.416 -1.136
O -0.547 0.025 1.813
C -0.390 0.908 2.597
O -1.291 1.308 3.302
C 0.876 1.422 2.603
O 1.456 1.049 1.554
O 1.474 1.946 3.541
O -3.250 2.457 -3.248
C -3.590 1.767 -2.270
O -3.646 0.471 -2.261
B -3.644 0.042 -0.850
O -3.780 1.328 -0.136
C -3.784 2.233 -1.067
O -3.890 3.434 -0.686
O -2.365 -0.679 -0.521
C -2.662 -1.823 -0.223
O -1.913 -2.843 0.015
C -4.123 -2.004 -0.152
O -4.669 -0.897 -0.444
O -4.811 -2.990 -0.011
O 2.036 -3.838 -4.403
H 1.667 -4.029 -3.540
H 2.763 -3.255 -4.149
O -0.083 -1.885 -4.446
H 0.170 -1.652 -3.546
H 0.502 -2.616 -4.514
O -3.040 3.603 4.884
H -2.169 3.934 5.059
H -3.180 3.013 4.238
O 0.954 -2.985 2.782
H 1.240 -3.887 2.469
H 1.298 -2.334 2.130
O 2.736 -0.049 5.170
H 2.532 0.771 4.788
H 2.797 0.147 6.191
O 2.328 4.531 1.046
H 2.495 3.594 0.684
H 2.923 5.098 0.481
O 0.125 -4.552 -2.426
H -0.099 -5.129 -1.799
H 0.544 -3.943 -1.769
O -1.136 -0.170 -5.540
H -1.009 0.622 -5.004
H -0.732 -0.975 -4.995
O 2.298 2.795 -3.673
H 2.042 1.851 -4.158
H 1.412 3.240 -3.686
O -3.609 -0.820 2.922
H -2.982 -0.075 2.865
H -4.507 -0.599 2.900
O -0.391 1.962 -4.568
H 0.064 1.143 -4.177
H -1.306 2.143 -4.082
O 2.453 0.107 -4.950
H 3.452 0.103 -5.172
H 2.465 -0.606 -4.487
O -1.397 0.262 6.000
H -0.739 -0.457 6.024
H -1.645 0.652 5.167
O 4.928 0.398 2.369
H 5.464 1.017 2.045
H 3.975 0.596 2.012
O -0.010 4.043 5.277
H 0.266 3.244 5.802
H 0.432 3.862 4.516
O 3.872 -3.928 -0.870
H 4.085 -4.412 -0.122
H 3.056 -3.467 -0.567
*
```

The HOMO energy comes out at -0.149 Eh. The orbital gap is 7.03 eV. The calculation puts the energy above the lowest of the compared OMol25 structures with the same formula, charge and spin at 211.7 kcal/mol.

Calculated atomic charges, method Löwdin, unit e:
1. O 0.069
2. C -0.299
3. O 0.348
4. B -0.833
5. O 0.253
6. C -0.344
7. O 0.119
8. O 0.361
9. C -0.530
10. O 0.153
11. C -0.412
12. O 0.319
13. O 0.140
14. O 0.142
15. C -0.435
16. O 0.301
17. B -0.803
18. O 0.276
19. C -0.435
20. O 0.119
21. O 0.290
22. C -0.416
23. O 0.080
24. C -0.451
25. O 0.281
26. O 0.138
27. O -0.042
28. H -0.008
29. H 0.048
30. O 0.030
31. H 0.042
32. H 0.026
33. O -0.007
34. H -0.004
35. H -0.050
36. O -0.077
37. H 0.053
38. H 0.015
39. O -0.078
40. H -0.054
41. H 0.096
42. O -0.111
43. H 0.065
44. H 0.051
45. O -0.002
46. H -0.026
47. H 0.033
48. O -0.168
49. H -0.095
50. H -0.094
51. O -0.182
52. H 0.065
53. H 0.022
54. O -0.012
55. H 0.023
56. H 0.009
57. O -0.126
58. H 0.037
59. H 0.107
60. O 0.019
61. H 0.122
62. H -0.088
63. O -0.069
64. H 0.045
65. H -0.015
66. O -0.035
67. H -0.062
68. H 0.091
69. O -0.026
70. H 0.079
71. H -0.044
72. O -0.040
73. H -0.016
74. H 0.022

=====

(7)
Entry from the Open Molecules 2025 dataset: a structure of composition C25H20ClMnN6S2 (ωB97M-V/def2-TZVPD).

The geometry in ORCA input format:
```
! wB97M-V def2-TZVPD RIJCOSX def2/J DEFGRID3
* xyz 2 5
Mn -1.149 -0.661 -0.281
S 1.210 -1.038 -0.532
C 1.558 -0.423 1.034
N 2.745 -0.090 1.498
N 3.751 -0.203 0.663
C 5.036 0.074 1.010
C 6.019 -0.111 0.013
C 7.333 0.149 0.316
C 7.672 0.592 1.597
C 6.692 0.774 2.581
C 5.372 0.520 2.303
N 0.588 -0.270 2.059
N -0.602 -0.381 1.691
C -1.580 -0.461 2.731
C -2.914 -0.402 2.331
C -3.922 -0.548 3.268
C -3.585 -0.766 4.598
C -2.251 -0.843 4.988
C -1.237 -0.695 4.061
H 3.559 -0.528 -0.290
H 5.734 -0.458 -0.973
H 8.099 0.011 -0.433
H 8.707 0.795 1.833
H 6.976 1.117 3.566
H 4.597 0.650 3.044
H -3.170 -0.231 1.287
H -4.959 -0.496 2.968
H -4.368 -0.888 5.335
H -2.001 -1.027 6.024
H -0.198 -0.762 4.352
S -2.267 3.766 -0.570
C -2.161 2.194 0.052
N -1.649 1.282 -0.736
C -1.276 1.851 -1.964
C -0.683 1.188 -3.042
C -0.394 1.916 -4.175
C -0.680 3.288 -4.251
C -1.259 3.954 -3.194
C -1.553 3.216 -2.046
H -2.503 1.973 1.054
H -0.453 0.131 -2.992
H 0.064 1.423 -5.021
H -0.441 3.831 -5.154
H -1.477 5.011 -3.253
Cl -3.228 -5.481 -2.039
C -3.241 -3.782 -2.252
C -4.159 -3.165 -3.092
C -4.122 -1.786 -3.215
C -3.192 -1.065 -2.491
N -2.296 -1.661 -1.689
C -2.312 -3.004 -1.587
H -4.884 -3.759 -3.632
H -4.819 -1.269 -3.860
H -3.153 0.014 -2.546
H -1.572 -3.466 -0.943
*
```

The HOMO energy (alpha / beta) comes out at -0.499 / -0.524 Eh. The expectation value of S² is 6.11. The orbital gap (alpha / beta) is 6.85 / 5.95 eV. The calculation puts the energy above the lowest of the compared OMol25 structures with the same formula, charge and spin at 0.0 kcal/mol.

Calculated atomic charges, method natural (NBO), unit e:
1. Mn 1.263
2. S -0.294
3. C 0.156
4. N -0.215
5. N -0.220
6. C 0.218
7. C -0.191
8. C -0.197
9. C -0.091
10. C -0.187
11. C -0.195
12. N -0.118
13. N -0.247
14. C 0.130
15. C -0.247
16. C -0.184
17. C -0.143
18. C -0.178
19. C -0.197
20. H 0.415
21. H 0.232
22. H 0.249
23. H 0.244
24. H 0.248
25. H 0.255
26. H 0.192
27. H 0.240
28. H 0.244
29. H 0.245
30. H 0.253
31. S 0.556
32. C -0.104
33. N -0.606
34. C 0.156
35. C -0.256
36. C -0.165
37. C -0.179
38. C -0.189
39. C -0.243
40. H 0.245
41. H 0.222
42. H 0.238
43. H 0.244
44. H 0.247
45. Cl 0.101
46. C -0.061
47. C -0.128
48. C -0.213
49. C 0.050
50. N -0.569
51. C 0.013
52. H 0.262
53. H 0.257
54. H 0.220
55. H 0.226